1.
Entry from the Open Molecules 2025 dataset: C22H28F2N4O2 in the gas phase (wB97M-V/def2-TZVPD).

Geometry as XYZ:
```
58
Properties=species:S:1:pos:R:3
C 3.35175 2.22130 -4.24593
C 2.85885 1.60925 -2.98418
C 3.00133 0.27644 -2.55262
C 2.36777 0.23089 -1.33369
N 1.89543 1.46988 -1.08981
C 1.17269 1.93858 0.05936
C -0.23202 2.42364 -0.32369
C -1.09976 1.24131 -0.71411
O -1.45930 0.46204 0.16668
N -1.47080 1.06661 -1.99298
C -0.97991 1.74758 -3.17060
C -0.31831 0.74791 -4.12476
C -1.24723 -0.41816 -4.44826
C -1.75934 -1.08136 -3.16557
C -0.64315 -1.79416 -2.39232
C -1.18961 -2.76790 -1.34119
C -0.18007 -3.02048 -0.23126
O 0.38545 -4.08006 -0.05626
N 0.03703 -1.93056 0.53650
C 0.85481 -1.97400 1.73035
C 0.15012 -1.27342 2.85680
C -1.12370 -1.68270 3.23586
C -1.81511 -1.01880 4.23017
C -1.23415 0.07031 4.85613
F -1.90652 0.72124 5.82137
C 0.03716 0.48490 4.48586
F 0.60972 1.54496 5.08466
C 0.72670 -0.18172 3.48958
C -2.41353 0.00872 -2.30994
N 2.18571 2.30877 -2.08609
H 3.02591 3.25603 -4.30062
H 2.97055 1.67620 -5.10837
H 4.43987 2.18957 -4.28024
H 3.49543 -0.52449 -3.06285
H 2.22511 -0.57784 -0.64608
H 1.72627 2.76872 0.50991
H 1.09393 1.12179 0.78033
H -0.15809 3.18824 -1.09174
H -0.69099 2.85832 0.56622
H -1.83046 2.22650 -3.67187
H -0.25004 2.51116 -2.90893
H 0.59730 0.37027 -3.67048
H -0.04277 1.27374 -5.03988
H -2.10229 -0.05160 -5.02222
H -0.72111 -1.14819 -5.06518
H -2.52609 -1.81666 -3.43037
H -0.00930 -2.34401 -3.09001
H -0.01631 -1.04765 -1.90302
H -1.44172 -3.72239 -1.80348
H -2.08891 -2.35648 -0.88014
H -0.55170 -1.10940 0.42084
H 1.83121 -1.50635 1.54828
H 1.02692 -3.03194 1.96059
H -1.57466 -2.52953 2.74237
H -2.80342 -1.32781 4.53057
H 1.71491 0.16343 3.22575
H -3.25062 0.45213 -2.86083
H -2.78890 -0.39243 -1.36822
```

As for the SMILES: Cc1ccn(CCC(=O)N2CCC[C@@H](CCC(=O)NCc3ccc(F)c(F)c3)C2)n1. As for the multiplicity: 1. As for the HOMO-LUMO gap: 0.3553 Eh. The HOMO energy is -9.0 eV. The value obtained for the relative energy (zero: lowest compared OMol25 entry of this formula, charge and spin) is 0.0 kcal/mol. The LUMO energy comes out at 0.7 eV.



2.
Entry from the Open Molecules 2025 dataset: a molecular structure, C22H28F6HfN3O7PS5 (wB97M-V/def2-TZVPD).

Geometry as XYZ:
```
73
Properties=species:S:1:pos:R:3
Hf -0.75493 0.26370 0.31242
F -3.37960 3.59754 2.13345
C -2.95518 2.79509 3.09619
F -1.63786 2.95527 3.25055
F -3.57437 3.04535 4.21857
S -3.26018 1.04402 2.56535
O -2.62430 0.99042 1.22555
O -4.64189 0.77357 2.62184
N -2.37965 0.21517 3.59959
S -1.16932 -0.52141 2.99417
O -1.48925 -1.40866 1.86973
O -0.09848 0.36312 2.47713
C -0.48860 -1.50296 4.41715
F -1.38290 -2.38860 4.77521
F 0.60912 -2.08476 3.97762
F -0.21906 -0.66425 5.39240
C 1.73430 -4.43547 0.36932
C 2.65054 -3.30130 0.77458
C 4.05858 -3.43081 0.24097
O 2.08959 -1.97564 0.38590
P 1.38972 -1.57379 -0.95542
S 1.47041 0.46093 -0.93961
S -0.57561 -2.03158 -0.92722
O 2.21540 -2.27485 -2.06175
C 2.15118 -2.26827 -3.54681
C 2.31466 -3.70825 -3.97200
C 0.88716 -1.62864 -4.07942
H 2.12235 -5.36696 0.78052
H 1.69923 -4.54229 -0.71621
H 0.72522 -4.28955 0.75296
H 2.67146 -3.20634 1.85850
H 4.06078 -3.59412 -0.83505
H 4.53587 -4.28596 0.71994
H 4.64603 -2.54237 0.47005
H 3.02227 -1.67976 -3.83090
H 1.45460 -4.29949 -3.65409
H 3.22285 -4.13735 -3.55133
H 2.38422 -3.75823 -5.05844
H 0.00759 -2.21829 -3.82235
H 0.96412 -1.58413 -5.16535
H 0.76507 -0.60912 -3.70938
C -0.15763 4.90118 0.63076
S 0.67961 3.41312 0.11158
O -0.36752 2.32208 0.48652
C 1.96131 3.27694 1.31842
C 3.26962 3.30276 0.85304
C 4.30487 3.21591 1.77089
C 4.01930 3.09227 3.12303
C 2.70209 3.05491 3.57235
C 1.65928 3.15346 2.66995
H -0.43328 4.81983 1.67955
H -1.03676 5.02144 -0.00022
H 0.53195 5.73131 0.47896
H 3.47505 3.38749 -0.20717
H 5.33036 3.24316 1.42962
H 4.82906 3.02587 3.83729
H 2.49337 2.95834 4.62919
H 0.63157 3.11707 3.00500
N -2.64987 1.63249 -3.39207
C -1.70252 1.63102 -2.45195
N -1.98163 0.78831 -1.47493
C -3.20760 0.19145 -1.81071
C -3.95612 -0.77932 -1.14829
C -5.13130 -1.17793 -1.74906
C -5.55649 -0.63246 -2.97068
C -4.81989 0.32628 -3.63330
C -3.63472 0.72373 -3.02506
H -2.64117 2.19462 -4.22864
H -0.81200 2.23641 -2.50744
H -3.63997 -1.20426 -0.20342
H -5.74599 -1.92755 -1.26996
H -6.48689 -0.97484 -3.40181
H -5.14718 0.74393 -4.57576
```

As for the charge: +2. As for the multiplicity: 1. As for the HOMO-LUMO gap: 0.3138 Eh. The HOMO energy is -14.3 eV. The value obtained for the relative energy (zero: lowest compared OMol25 entry of this formula, charge and spin) is 5.1 kcal/mol. The LUMO energy comes out at -5.8 eV.



3.
Entry from the Open Molecules 2025 dataset: C22H28N2O3 in the gas phase (wB97M-V/def2-TZVPD).

Geometry as XYZ:
```
55
Properties=species:S:1:pos:R:3
C 2.97039 -2.90485 5.42889
O 1.61423 -2.69220 5.73749
C 0.77085 -2.32307 4.73233
C -0.56069 -2.12299 5.09745
C -1.49375 -1.74095 4.15657
C -1.12912 -1.55584 2.82853
C -2.14210 -1.15331 1.78859
N -1.57371 -0.20212 0.85186
C -1.23628 1.07002 1.46563
C -0.05413 1.74867 0.74409
C 0.59099 0.83977 -0.28882
O 1.76098 0.50606 -0.17086
N -0.17834 0.47738 -1.33557
C 0.33426 -0.38371 -2.40167
C 0.89662 -1.72936 -1.88257
O 2.25399 -1.72139 -1.57278
C 1.36445 0.37911 -3.25491
C 0.73853 1.62940 -3.79737
C 0.85644 2.83125 -3.11047
C 0.22283 3.97187 -3.57117
C -0.53766 3.92560 -4.72709
C -0.65760 2.73376 -5.42159
C -0.02603 1.59395 -4.95710
C -1.57941 0.82468 -1.35412
C -2.35363 -0.04676 -0.35392
C 0.19538 -1.76008 2.47044
C 1.14283 -2.13545 3.40552
H 3.44608 -3.18276 6.36822
H 3.44180 -1.99672 5.03964
H 3.09586 -3.71722 4.70585
H -0.83765 -2.26946 6.12951
H -2.52008 -1.58552 4.45824
H -3.05115 -0.76117 2.27928
H -2.43469 -2.04160 1.21697
H -2.10944 1.74526 1.49230
H -0.94453 0.86212 2.49602
H -0.36272 2.67585 0.25664
H 0.72713 1.99587 1.46340
H -0.52744 -0.62271 -3.03220
H 0.77452 -2.48231 -2.66747
H 0.28946 -2.03555 -1.01464
H 2.39416 -0.97833 -0.95213
H 2.22727 0.62172 -2.63583
H 1.69066 -0.27851 -4.06144
H 1.45449 2.87114 -2.21111
H 0.32504 4.90091 -3.02881
H -1.03109 4.81581 -5.08845
H -1.24478 2.69299 -6.32764
H -0.12160 0.66551 -5.50300
H -1.97398 0.67931 -2.36081
H -1.70196 1.88242 -1.11084
H -3.34495 0.40742 -0.16767
H -2.50803 -1.04165 -0.78184
H 0.49498 -1.60585 1.44599
H 2.16235 -2.27644 3.08444
```

As for the SMILES: COc1ccc(CN2CCC(=O)N([C@H](CO)Cc3ccccc3)CC2)cc1. As for the multiplicity: 1. As for the HOMO-LUMO gap: 0.3320 Eh. The HOMO energy is -8.3 eV. The value obtained for the relative energy (zero: lowest compared OMol25 entry of this formula, charge and spin) is 53.8 kcal/mol. The LUMO energy comes out at 0.7 eV.